(1)
{
  "formula": "C17H22BF10NO5PdSb",
  "method": "ωB97M-V/def2-TZVPD",
  "e_above_lowest_ev": 0.000,
  "homo_lumo_gap_ev": 7.38,
  "homo_ev": -5.6,
  "charge": -1,
  "elements": ["Pd", "O", "C", "C", "C", "C", "C", "C", "C", "O", "N", "O", "O", "H", "H", "H", "H", "C", "C", "O", "C", "F", "F", "F", "C", "F", "F", "F", "H", "H", "H", "C", "C", "Sb", "C", "C", "C", "C", "H", "H", "H", "H", "H", "H", "H", "H", "H", "H", "H", "H", "H", "H", "H", "F", "B", "F", "F", "F"],
  "positions_angstrom": [[-0.49232, 1.03620, 0.04358], [-0.53551, 0.75963, 2.07307], [-1.43110, 0.10746, 2.64944], [-2.02223, -1.14135, 2.32351], [-3.02253, -1.58012, 3.19798], [-3.68286, -2.75960, 2.98571], [-3.39109, -3.54589, 1.84247], [-2.43359, -3.15653, 0.96939], [-1.65878, -1.94638, 1.15913], [-0.73510, -1.65207, 0.37483], [-4.68298, -3.20010, 3.91885], [-5.28563, -4.23755, 3.67272], [-4.90196, -2.52357, 4.91323], [-1.80247, 0.54918, 3.58370], [-3.29078, -0.97568, 4.05597], [-3.94869, -4.46022, 1.69213], [-2.19894, -3.74715, 0.09336], [-0.68186, 1.49462, -4.23699], [-0.51327, 2.07886, -2.83780], [-0.34384, 1.03671, -1.95260], [0.74931, 2.96942, -2.81115], [1.81888, 2.27021, -3.25933], [1.06334, 3.38831, -1.57891], [0.65238, 4.06425, -3.58808], [-1.76267, 2.94449, -2.54414], [-2.81595, 2.15452, -2.34946], [-1.59803, 3.71466, -1.47459], [-2.06066, 3.76110, -3.58168], [0.15609, 0.82826, -4.42980], [-0.72777, 2.27114, -4.99985], [-1.60201, 0.91340, -4.24430], [4.02224, 1.93941, -0.94989], [3.73882, 0.97288, 0.19672], [1.80940, 0.01910, 0.08692], [2.00550, -1.44735, 1.63937], [3.42684, -1.70522, 2.12872], [2.00197, -1.15261, -1.68586], [3.20826, -2.08600, -1.70861], [5.02921, 2.35348, -0.86069], [3.31481, 2.76765, -0.95579], [3.94932, 1.44316, -1.92053], [3.79649, 1.47329, 1.16500], [4.46901, 0.16001, 0.21348], [1.54405, -2.34344, 1.22506], [1.35805, -1.10984, 2.44722], [4.08013, -2.04742, 1.32248], [3.42765, -2.47618, 2.90291], [3.87562, -0.80780, 2.55948], [2.00899, -0.45329, -2.52223], [1.05786, -1.69737, -1.72923], [4.14835, -1.53006, -1.65863], [3.22694, -2.67858, -2.62617], [3.18713, -2.78578, -0.86910], [-3.61386, 1.91210, 2.41898], [-3.12014, 2.39141, 1.20115], [-2.74247, 1.21140, 0.41591], [-4.07380, 3.11426, 0.49960], [-1.95373, 3.14657, 1.40330]],
  "forces_ev_per_a": [[0.26, -0.23, 0.13], [-0.16, 0.12, -0.14], [0.08, -0.03, 0.34], [0.08, -0.09, -0.41], [-0.09, 0.03, 0.17], [0.16, 0.06, -0.14], [-0.07, -0.11, 0.04], [0.01, 0.02, 0.01], [0.02, 0.12, 0.06], [0.08, -0.10, 0.05], [-0.26, 0.03, 0.07], [0.06, -0.04, -0.01], [0.08, -0.01, -0.01], [0.11, -0.03, 0.01], [0.03, 0.00, -0.03], [0.01, 0.01, 0.00], [0.00, 0.01, 0.00], [0.07, -0.07, -0.07], [0.19, -0.13, 0.24], [-0.20, 0.25, 0.01], [-0.04, -0.05, -0.01], [-0.05, 0.02, -0.02], [0.01, 0.05, 0.03], [0.02, 0.00, -0.05], [0.16, -0.25, -0.04], [-0.10, 0.02, 0.00], [-0.09, 0.15, 0.29], [-0.05, 0.06, -0.02], [-0.02, -0.01, -0.03], [0.01, -0.05, -0.01], [0.01, 0.00, -0.04], [-0.03, -0.04, 0.04], [-0.11, 0.02, -0.03], [-0.25, -0.18, -0.23], [0.05, 0.07, -0.04], [-0.02, 0.05, -0.04], [0.03, 0.02, 0.05], [-0.03, 0.06, 0.10], [0.00, 0.00, -0.01], [0.04, -0.02, -0.01], [0.00, 0.03, 0.05], [-0.02, 0.02, -0.02], [-0.05, -0.01, 0.01], [-0.01, 0.02, -0.01], [-0.01, 0.01, 0.00], [-0.01, 0.01, 0.04], [0.01, 0.01, -0.01], [0.01, -0.03, -0.01], [-0.03, 0.02, 0.02], [0.00, 0.02, 0.00], [-0.01, -0.03, 0.00], [0.00, 0.01, 0.00], [0.02, 0.02, -0.04], [0.01, 0.04, -0.03], [-0.14, 0.23, 0.02], [0.23, 0.28, -0.29], [0.13, -0.19, 0.11], [-0.13, -0.14, -0.11]]
}

=====

(2)
{
  "formula": "C17H22BF3N2O4",
  "method": "ωB97M-V/def2-TZVPD",
  "e_above_lowest_ev": 0.000,
  "homo_lumo_gap_ev": 8.66,
  "homo_ev": -8.3,
  "smiles": "C=CC(=O)N(CC(=O)N[C@@H](Cc1ccc(C)cc1C)B(O)O)CC(F)(F)F",
  "elements": ["C", "C", "C", "O", "N", "C", "C", "O", "N", "C", "C", "C", "C", "C", "C", "C", "C", "C", "C", "B", "O", "O", "C", "C", "F", "F", "F", "H", "H", "H", "H", "H", "H", "H", "H", "H", "H", "H", "H", "H", "H", "H", "H", "H", "H", "H", "H", "H", "H"],
  "positions_angstrom": [[4.03147, 0.11124, -0.36029], [3.03212, 0.62958, 0.30407], [1.98282, 1.28909, -0.40531], [1.81209, 1.03196, -1.58729], [1.18927, 2.20863, 0.27079], [0.17159, 2.90174, -0.51523], [-1.13505, 2.20482, -0.46961], [-2.01208, 2.44324, -1.26510], [-1.38416, 1.27076, 0.52096], [-2.63002, 0.49895, 0.53397], [-2.73716, -0.29996, -0.73689], [-1.54552, -1.17426, -0.89811], [-1.37669, -2.21712, 0.00640], [-0.25155, -3.02100, -0.06434], [0.69416, -2.81947, -1.03558], [1.89064, -3.73383, -1.02649], [0.46679, -1.83774, -1.98546], [-0.63521, -1.00117, -1.93735], [-0.82070, -0.04337, -3.03856], [-2.85943, -0.35204, 1.89108], [-2.23404, -0.05951, 3.10408], [-3.78794, -1.38130, 1.93333], [1.48470, 2.60862, 1.65779], [1.00934, 1.64063, 2.74959], [0.96842, 0.40099, 2.25224], [1.88575, 1.72112, 3.77764], [-0.20469, 2.02036, 3.18732], [4.03308, 0.19513, -1.43360], [4.78594, -0.49289, 0.07750], [2.91121, 0.47202, 1.34107], [0.50486, 2.96164, -1.55445], [0.08107, 3.91705, -0.16499], [-0.59958, 0.91641, 1.10290], [-3.41542, 1.27431, 0.57756], [-2.82532, 0.33836, -1.61213], [-3.63423, -0.93893, -0.67441], [-2.05501, -2.31747, 0.85744], [-0.15649, -3.80941, 0.64973], [1.90625, -4.33679, -1.89824], [1.87112, -4.40452, -0.18985], [2.81708, -3.17710, -0.91243], [1.16088, -1.70623, -2.79361], [-1.66316, -0.34038, -3.73959], [0.11966, 0.07885, -3.60188], [-1.03473, 0.90961, -2.62413], [-1.54685, 0.63002, 3.22667], [-3.84275, -1.60570, 2.86780], [2.53548, 2.80908, 1.80308], [1.04203, 3.58599, 1.83190]],
  "forces_ev_per_a": [[0.25, -0.44, -0.92], [0.60, -0.49, 1.10], [-1.22, 0.77, -1.42], [-0.47, 0.63, 0.18], [0.63, 0.04, 0.54], [1.20, -0.37, 0.26], [-1.64, -1.56, 1.08], [-0.40, 1.01, -0.74], [1.84, 0.14, 0.90], [-0.07, 0.72, 0.77], [-0.94, -0.65, -0.59], [-0.20, -0.56, 0.06], [0.51, 0.44, 0.37], [-0.96, 0.37, 0.38], [0.42, -0.59, 0.01], [0.05, 0.90, 0.31], [0.24, -0.23, 0.25], [0.19, -1.16, 0.22], [-0.26, -0.01, -1.46], [0.53, 0.63, 0.23], [0.12, 0.08, -0.31], [0.60, 1.07, 0.09], [-0.18, 0.41, -1.15], [1.31, 1.66, -0.93], [-0.48, -0.32, 1.08], [-0.79, -0.60, -0.17], [-0.02, -0.62, 0.48], [0.13, 0.15, -0.23], [0.57, -0.25, 0.52], [0.33, -0.04, 0.92], [-0.12, -0.18, 0.13], [-0.24, 0.38, 0.25], [-1.12, 0.44, -1.22], [-0.15, -0.32, -0.19], [-0.27, 0.10, 0.21], [0.16, 0.28, -0.10], [0.07, -0.27, -0.59], [0.27, -0.43, 0.38], [0.30, -0.50, -1.02], [-0.25, -0.36, 0.53], [0.20, 0.12, -0.35], [0.36, 0.04, -0.24], [0.96, 0.35, 0.77], [-0.48, -0.21, 0.06], [-0.44, 0.97, -0.04], [-0.99, -0.66, -0.63], [-0.26, -0.39, 0.14], [0.48, -0.41, -0.02], [-0.38, -0.07, 0.09]]
}

=====

(3)
{
  "formula": "C17H22BrFN6O2S",
  "method": "ωB97M-V/def2-TZVPD",
  "homo_lumo_gap_ev": 6.44,
  "homo_ev": -8.1,
  "smiles": "C[C@@H](O)CNCCOc1cc(F)c2nsnc2c1Br.CC#N.CC#N.CC#N",
  "elements": ["C", "C", "O", "C", "N", "C", "C", "O", "C", "C", "C", "F", "C", "N", "S", "N", "C", "C", "Br", "H", "H", "H", "H", "H", "H", "H", "H", "H", "H", "H", "H", "H", "C", "C", "N", "H", "H", "H", "C", "C", "N", "H", "H", "H", "C", "C", "N", "H", "H", "H"],
  "positions_angstrom": [[-3.33665, -0.45441, 2.20837], [-2.45645, -1.50463, 1.30028], [-3.25833, -2.70654, 0.89755], [-1.93442, -0.63769, -0.02338], [-0.43895, -0.44529, 0.14314], [-0.08250, 0.94723, 0.62728], [1.41230, 1.30561, 0.05733], [1.46226, 2.40301, -0.92123], [0.43299, 2.27321, -1.96433], [-0.72129, 3.46942, -2.01604], [-1.94737, 3.52225, -3.10804], [-2.89694, 4.68062, -3.05322], [-2.08024, 2.28144, -4.20597], [-3.14546, 2.11228, -5.28762], [-2.69137, 0.61044, -6.11809], [-1.24772, 0.03282, -5.27263], [-0.94101, 1.06407, -4.18803], [0.31679, 1.08281, -3.08581], [1.67161, -0.38913, -3.17915], [-2.72419, 0.55842, 2.23385], [-4.37739, -0.28918, 1.67897], [-3.45289, -0.91737, 3.29117], [-1.49898, -1.92905, 1.86228], [-4.11879, -2.36501, 0.48623], [-2.06685, -1.37770, -0.94756], [-2.53814, 0.35542, -0.19272], [0.09560, -0.69817, -0.71657], [0.01407, 0.86297, 1.81418], [-0.90050, 1.76094, 0.43212], [2.04551, 1.67606, 0.99914], [1.97969, 0.32197, -0.31050], [-0.64751, 4.34697, -1.23685], [5.21364, -1.26274, 1.37144], [3.76331, -1.47898, 0.97131], [2.56004, -1.65838, 0.63950], [5.26485, -0.87336, 2.39193], [5.75859, -2.20955, 1.32377], [5.68465, -0.54618, 0.69282], [-4.92241, 3.16906, 3.70183], [-3.67983, 2.99687, 2.84353], [-2.64893, 2.85389, 2.13154], [-5.21573, 2.20689, 4.13058], [-4.72026, 3.87370, 4.51320], [-5.74553, 3.55345, 3.09313], [6.56158, -5.68132, -0.45728], [6.27082, -4.96039, 0.84888], [6.02951, -4.36219, 1.93241], [5.79418, -5.43702, -1.19690], [7.53798, -5.37508, -0.84271], [6.56664, -6.76246, -0.29316]],
  "forces_ev_per_a": [[0.97, -0.83, -0.01], [-0.39, 0.96, -0.37], [-0.56, 2.41, -0.13], [0.46, -2.20, -0.28], [-1.17, 1.71, -0.77], [1.05, -0.70, 0.93], [0.49, -0.99, 2.18], [-3.12, -1.25, -2.53], [-2.17, -1.01, -2.76], [-1.87, -1.22, -2.89], [2.95, -1.25, 1.75], [3.05, -3.96, -0.32], [-0.45, -0.58, -1.02], [5.41, -2.10, 3.01], [2.24, 2.11, 3.93], [-1.12, 5.25, 2.97], [-1.51, 0.33, -0.98], [-1.63, 3.06, 1.22], [-1.69, 1.79, 0.14], [-1.50, -2.22, 0.12], [2.01, -0.25, 1.15], [-0.04, 1.15, -2.21], [-2.20, 1.00, -1.28], [1.87, -0.61, 0.90], [0.06, 1.69, 1.87], [1.13, -1.80, 0.38], [-0.85, 0.52, 0.97], [-0.19, 0.40, -2.44], [1.60, -1.39, 0.02], [-1.27, -0.46, -2.31], [-1.55, 2.30, 0.51], [-0.16, -2.02, -1.76], [-1.15, -0.11, -0.38], [-7.77, -1.22, -2.13], [9.66, 1.30, 2.62], [-0.13, -0.09, -0.17], [-0.27, 0.16, 0.05], [-0.22, -0.05, 0.05], [1.03, -0.15, -0.72], [6.82, -0.82, -4.71], [-8.31, 1.33, 5.73], [0.16, 0.09, -0.14], [0.08, -0.11, -0.19], [0.22, -0.07, 0.01], [-0.24, 0.58, 1.06], [-1.59, 3.90, 7.14], [1.99, -4.88, -8.69], [0.07, 0.03, 0.22], [-0.16, 0.02, 0.17], [-0.03, 0.22, 0.09]]
}

=====

(4)
{
  "formula": "C17H22BrNO4",
  "method": "ωB97M-V/def2-TZVPD",
  "e_above_lowest_ev": 0.741,
  "homo_lumo_gap_ev": 9.49,
  "homo_ev": -8.8,
  "smiles": "CCO[C@H]1OC(C(N)=O)=C[C@@H](c2ccc(Br)cc2)[C@@H]1CCCO",
  "elements": ["C", "C", "O", "C", "O", "C", "C", "N", "O", "C", "C", "C", "C", "C", "C", "Br", "C", "C", "C", "C", "C", "C", "O", "H", "H", "H", "H", "H", "H", "H", "H", "H", "H", "H", "H", "H", "H", "H", "H", "H", "H", "H", "H", "H", "H"],
  "positions_angstrom": [[1.01373, 5.61269, 2.29739], [1.88781, 4.41210, 2.64649], [1.25044, 3.16952, 2.37181], [1.32386, 2.73514, 1.05965], [2.66318, 2.31259, 0.83059], [2.85122, 1.55031, -0.28901], [4.28268, 1.35081, -0.67552], [5.16255, 1.90071, 0.18691], [4.60817, 0.74654, -1.67499], [1.86282, 1.02019, -1.00724], [0.41795, 1.10905, -0.60965], [-0.21738, -0.24437, -0.81431], [0.30355, -1.36363, -0.17466], [-0.26008, -2.61209, -0.35750], [-1.35301, -2.74180, -1.19743], [-2.14025, -4.45871, -1.45123], [-1.87900, -1.64708, -1.85982], [-1.30378, -0.40391, -1.66560], [0.31010, 1.59831, 0.84722], [-1.09165, 2.09289, 1.21757], [-2.09076, 0.96967, 1.47679], [-3.42868, 1.52336, 1.97275], [-4.40753, 0.52431, 2.11871], [1.51504, 6.52674, 2.60255], [0.82437, 5.66271, 1.22773], [0.06080, 5.54110, 2.81519], [2.08047, 4.38999, 3.72160], [2.84495, 4.46557, 2.11632], [1.10630, 3.55436, 0.34653], [4.83458, 2.35116, 1.02288], [6.14846, 1.78683, 0.02533], [2.11865, 0.45680, -1.88964], [-0.08995, 1.83161, -1.26187], [1.16624, -1.26079, 0.46638], [0.14691, -3.47747, 0.14243], [-2.72613, -1.76334, -2.51791], [-1.71327, 0.45175, -2.18257], [0.59874, 0.79360, 1.52935], [-1.46903, 2.74307, 0.42464], [-1.00281, 2.69191, 2.12594], [-2.27201, 0.39538, 0.56816], [-1.68385, 0.28757, 2.22876], [-3.83942, 2.22438, 1.24215], [-3.28044, 2.06116, 2.92123], [-4.08166, -0.14377, 2.73216]],
  "forces_ev_per_a": [[0.13, -0.44, 0.04], [0.02, 0.28, 0.04], [-0.03, -0.18, -0.18], [-0.54, 0.00, -0.03], [0.22, -0.21, 0.01], [-0.51, -0.07, -0.32], [0.09, 0.04, 0.04], [0.21, 0.17, 0.28], [-0.03, -0.12, -0.17], [0.20, 0.25, 0.16], [0.19, 0.03, 0.23], [-0.13, -0.03, -0.17], [-0.10, 0.09, -0.07], [-0.07, -0.11, -0.01], [-0.13, -0.18, -0.05], [0.09, 0.20, 0.03], [-0.05, -0.18, 0.00], [0.18, -0.02, 0.07], [0.08, 0.54, 0.00], [0.13, -0.28, 0.20], [-0.35, 0.31, -0.07], [0.47, 0.08, -0.04], [-0.30, -0.39, 0.11], [0.04, 0.14, 0.01], [-0.03, 0.07, -0.10], [-0.09, 0.04, 0.05], [0.08, 0.04, -0.13], [-0.03, -0.02, 0.11], [0.11, -0.11, 0.11], [0.04, 0.01, -0.02], [-0.08, -0.03, -0.04], [0.17, -0.04, -0.08], [-0.02, -0.06, 0.05], [0.12, 0.01, 0.09], [0.02, -0.07, 0.03], [-0.06, -0.03, -0.04], [-0.03, 0.12, -0.04], [0.05, -0.03, -0.01], [-0.02, 0.11, -0.06], [-0.06, 0.06, -0.06], [-0.05, -0.06, 0.12], [0.03, -0.07, 0.02], [0.08, 0.04, 0.06], [0.00, 0.05, -0.12], [-0.03, 0.06, -0.06]]
}